No. 1
Density functional theory data (wB97M-V/def2-TZVPD) for CHF3NO5PdS2 as an isolated structure.

Last column: Löwdin spin population.
Positions of all 14 atoms, in Å:
Pd (0.652, -1.127, -1.872)  1.138
S (-1.180, -1.599, 0.115)  0.019
S (1.017, 0.189, 0.229)  0.036
F (-0.090, 1.828, 2.078)  0.004
F (-1.227, 1.778, 0.293)  0.005
F (0.649, 2.843, 0.321)  0.002
O (-1.812, -2.579, 1.029)  0.009
O (-0.450, -2.336, -1.043)  0.202
O (1.856, -0.563, -0.854)  0.191
O (2.158, 0.566, 1.112)  0.012
O (-0.197, 0.277, -1.843)  0.350
N (0.061, -0.912, 0.965)  0.007
C (0.030, 1.739, 0.748)  0.013
H (-1.467, -0.103, -1.280)  0.014

Summary:
F_max	19.126	eV/Å
HOMO level (alpha / beta)	-3.4 / -4.9	eV
multiplicity	3
LUMO (alpha / beta)	2.776 / 2.745	eV
net charge	-1
total energy	-1693.15739	Eh



No. 2
Density functional theory data (wB97M-V/def2-TZVPD) for a 2-piece molecular cluster, CHF3O overall.

Last column: Löwdin spin population.
Positions of all 6 atoms, in Å:
F (1.735, 0.867, 0.777)  0.129
F (-0.968, -1.144, -0.881)  0.150
F (-0.807, -0.432, 1.097)  0.140
O (1.513, 0.164, -0.419)  0.944
C (-0.665, -0.217, -0.129)  0.594
H (-0.808, 0.762, -0.445)  0.042

Summary:
F_max	6.025	eV/Å
HOMO level (alpha / beta)	-6.8 / -12.2	eV
multiplicity	3
LUMO (alpha / beta)	0.164 / -2.930	eV
total energy	-413.22496	Eh



No. 3
Density functional theory data (wB97M-V/def2-TZVPD) for CHF5N2 as an isolated structure.

Last column: natural (NBO) charge in e.
Positions of all 9 atoms, in Å:
F (0.478, -1.568, 0.835)  -0.281
F (-0.017, -1.173, -1.269)  -0.278
F (0.902, 1.742, 0.738)  -0.245
F (-2.188, -0.842, 0.500)  -0.225
F (-1.603, 0.856, -0.717)  -0.177
N (-1.125, 0.088, 0.318)  0.246
N (1.259, 0.853, -0.249)  -0.262
C (0.044, -0.668, -0.069)  0.879
H (2.249, 0.714, -0.088)  0.342

Summary:
F_max	4.243	eV/Å
HOMO level	-10.3	eV
LUMO	0.000	eV
total energy	-647.26056	Eh



No. 4
Density functional theory data (wB97M-V/def2-TZVPD) for a 2-piece molecular cluster, CHFI2S overall.

Last column: natural (NBO) charge in e.
Positions of all 6 atoms, in Å:
I (-1.370, -2.769, 0.280)  0.147
I (3.440, -1.304, 0.032)  -0.284
S (-0.402, -1.627, -1.525)  0.168
F (0.682, 0.708, -1.522)  -0.301
C (0.236, -0.256, -0.735)  0.066
H (0.015, 0.037, 0.276)  0.203

Summary:
F_max	1.163	eV/Å
HOMO level (alpha / beta)	-7.9 / -9.2	eV
LUMO (alpha / beta)	-2.627 / -1.523	eV
total energy	-1132.06010	Eh



No. 5
Density functional theory data (wB97M-V/def2-TZVPD) for a 2-piece molecular cluster, CHFINO2 overall.

Last column: natural (NBO) charge in e.
Positions of all 7 atoms, in Å:
I (-1.002, -2.298, 0.178)  0.153
F (1.049, -1.040, -1.439)  -0.328
O (-0.773, 2.598, 1.140)  -0.269
O (-0.511, 0.990, -0.327)  -0.294
N (-0.923, 2.054, 0.096)  0.507
C (0.681, -1.169, -0.180)  0.065
H (1.479, -1.135, 0.532)  0.166

Summary:
F_max	1.308	eV/Å
HOMO level (alpha / beta)	-10.2 / -8.2	eV
LUMO (alpha / beta)	0.003 / -1.874	eV
total energy	-641.29384	Eh



No. 6
Density functional theory data (wB97M-V/def2-TZVPD) for a 2-piece molecular cluster, CHFNO2S overall.

Last column: natural (NBO) charge in e.
Positions of all 7 atoms, in Å:
S (-2.540, -0.532, 0.214)  1.612
F (1.750, -1.078, 0.056)  -0.524
O (-2.824, -0.240, -1.190)  -0.938
O (-2.323, 0.708, 1.019)  -0.945
N (-0.466, -1.778, 0.454)  -0.645
C (0.238, -0.866, 0.132)  0.302
H (0.294, 0.241, -0.179)  0.138

Summary:
F_max	2.773	eV/Å
HOMO level	-4.3	eV
LUMO	3.748	eV
net charge	-1
total energy	-742.01441	Eh